The following is a DFT calculation (ωB97M-V/def2-TZVPD) of a structure of composition C16H29MnN2O3PS in a non-equilibrium geometry.

Values from the calculation:
2S+1 ... 4
Total charge ... +4
HOMO energy (spin up / spin down) ... -22.609 / -22.828 eV
Lowest unoccupied orbital energy (spin up / spin down) ... -0.51923 / -0.66605 hartree

Geometry (Å):
Mn  -0.394  -0.138  0.971
C  -2.375  -0.592  0.969
O  -3.495  -0.920  0.933
C  -0.650  1.833  0.839
O  -0.801  2.991  0.765
C  1.644  -0.081  0.999
O  2.803  0.045  1.045
C  -2.101  0.264  -2.238
P  -0.426  -0.206  -1.530
H  0.148  -1.697  -3.358
H  -2.759  -0.494  -1.795
C  0.747  0.946  -2.460
H  0.233  1.071  -3.423
C  -2.248  0.202  -3.765
H  -1.608  -0.558  -4.224
H  -2.019  1.169  -4.223
H  -3.287  -0.040  -4.018
C  -2.564  1.634  -1.722
H  -1.906  2.436  -2.074
C  1.045  -2.591  -1.619
H  -2.588  1.668  -0.632
H  -3.572  1.844  -2.097
C  -1.385  -2.749  -2.283
H  0.681  -3.242  -0.818
H  1.589  -3.210  -2.343
H  1.753  -1.887  -1.172
C  -0.123  -1.879  -2.312
H  -1.106  -3.809  -2.298
H  -2.039  -2.560  -3.139
H  -1.967  -2.570  -1.371
C  2.149  0.377  -2.732
H  2.697  0.222  -1.797
H  2.720  1.099  -3.329
H  2.134  -0.569  -3.278
C  0.876  2.335  -1.823
H  -0.089  2.722  -1.494
H  1.297  3.032  -2.558
H  1.545  2.317  -0.958
H  -0.149  -2.004  0.673
H  -0.162  -1.950  1.517
C  0.870  -1.226  5.791
N  1.181  0.042  5.133
C  2.127  0.926  5.505
C  2.060  2.009  4.651
N  1.080  1.793  3.752
C  0.569  0.588  4.062
S  -0.730  -0.083  3.348
H  -0.184  -1.216  6.143
H  1.007  -2.064  5.076
H  1.531  -1.388  6.668
H  2.794  0.806  6.349
H  2.670  2.901  4.696
H  0.775  2.448  3.002

Here are the natural (NBO) charges for atoms 1 to 2, given in e:
1. Mn -0.080
2. C 0.613